No. 1
The following is a DFT calculation (ωB97M-V/def2-TZVPD) of a 2-piece molecular cluster, C5H14O overall in a non-equilibrium geometry.

Properties
* orbital gap: 10.4 eV
* SMILES: CCC.CCO
* ΔE to the lowest compared entry with this formula, charge and spin: 63.9 kcal per mole

Geometry as ORCA input:
```
! wB97M-V def2-TZVPD RIJCOSX def2/J DEFGRID3
* xyz 0 1
C 1.75 1.08 -0.43
C 0.45 1.96 -0.40
C 2.03 0.51 -1.88
H 2.66 1.74 -0.13
H 1.67 0.20 0.42
H 0.44 2.58 0.45
H -0.53 1.32 -0.57
H 2.13 -0.50 -1.99
H 1.18 0.55 -2.61
H 0.18 2.38 -1.32
H 2.81 0.94 -2.42
C -1.52 -0.86 0.56
C -0.41 -1.96 0.66
O -2.25 -0.76 1.69
H -0.88 0.16 0.36
H -2.12 -0.97 -0.30
H 0.13 -1.82 -0.25
H -2.82 0.03 1.61
H -0.88 -2.98 0.74
H 0.28 -1.85 1.43
*
```


No. 2
The following is a DFT calculation (ωB97M-V/def2-TZVPD) of an isolated ion of composition C6H10N3 and charge +1 in a non-equilibrium geometry.

Properties
* orbital gap: 9.4 eV
* SMILES: [H]/N=C(C#C)\C(=N\[H])[C@@H](C)[NH3+]
* ΔE to the lowest compared entry with this formula, charge and spin: 120.6 kcal per mole

Geometry as ORCA input:
```
! wB97M-V def2-TZVPD RIJCOSX def2/J DEFGRID3
* xyz 1 1
C -3.26 1.19 0.98
C -2.50 1.33 0.05
C -1.58 1.75 -0.96
C -0.07 0.79 -1.08
C 1.49 -1.10 -0.37
C 0.08 -0.40 -0.14
N -1.67 2.77 -1.68
N 0.58 1.10 -2.09
N -0.09 -0.16 1.31
H -3.94 1.19 1.68
H 2.29 -0.43 -0.08
H 1.85 -1.40 -1.27
H 1.72 -1.88 0.28
H -0.73 -1.08 -0.51
H -0.86 2.86 -2.24
H 1.42 0.56 -2.30
H 0.14 -0.91 1.83
H -1.09 -0.04 1.67
H 0.34 0.83 1.51
*
```


No. 3
The following is a DFT calculation (ωB97M-V/def2-TZVPD) of C6H11N3O3 as an isolated structure in a non-equilibrium geometry.

Properties
* orbital gap (alpha / beta): 7.3 / 7.0 eV
* ΔE to the lowest compared entry with this formula, charge and spin: 51.2 kcal per mole
* <S²>: 2.0084

Geometry as ORCA input:
```
! wB97M-V def2-TZVPD RIJCOSX def2/J DEFGRID3
* xyz 0 3
C 0.93 1.79 -1.70
C 0.44 -0.46 -1.95
C 0.33 1.59 -0.36
C 1.23 1.51 0.76
C -0.49 -1.01 0.30
C -1.83 -0.81 1.00
N 1.00 0.76 -2.48
N -0.44 -0.15 -0.81
N -0.92 2.24 -0.08
O -1.24 2.18 1.10
O -1.59 2.87 -0.88
O -2.83 -1.39 0.31
H 1.30 2.64 -2.13
H -0.14 -0.88 -2.81
H 1.29 -1.07 -1.69
H 1.95 0.62 0.70
H 0.64 1.61 1.53
H 1.94 2.31 0.75
H 0.31 -0.84 0.91
H -0.51 -2.05 0.02
H -2.01 0.22 1.03
H -1.82 -1.33 1.98
H -2.87 -0.95 -0.58
*
```


No. 4
The following is a DFT calculation (ωB97M-V/def2-TZVPD) of a 4-piece molecular cluster, C32H52O13 overall in a non-equilibrium geometry.

Properties
* orbital gap: 7.2 eV
* SMILES: O=C1C=C(O)C(=O)C(CC(=O)c2ccccc2)=C1.COCCOCCOC.COCCOCCOC.COCCOCCOC

Geometry as ORCA input:
```
! wB97M-V def2-TZVPD RIJCOSX def2/J DEFGRID3
* xyz 0 1
O -2.57 3.75 -2.66
C -3.18 3.70 -1.54
C -4.43 4.66 -1.34
C -5.08 4.60 -0.07
O -6.21 5.47 0.14
C -4.60 3.59 1.08
O -5.26 3.48 2.15
C -3.31 2.69 0.87
C -2.79 1.76 2.08
C -1.87 2.75 2.99
O -2.16 3.10 4.16
C -0.54 3.32 2.25
C 0.80 2.57 2.39
C 2.06 3.16 1.67
C 1.97 4.46 0.80
C 0.60 5.23 0.64
C -0.63 4.64 1.39
C -2.65 2.73 -0.39
H -4.77 5.39 -2.14
H -6.17 5.76 1.09
H -3.64 1.34 2.71
H -2.08 0.93 1.72
H 0.85 1.63 3.04
H 3.05 2.59 1.79
H 2.93 4.85 0.28
H 0.57 6.18 0.01
H -1.65 5.14 1.32
H -1.75 2.06 -0.56
C -2.11 -5.00 2.65
O -2.17 -4.66 1.28
C -2.62 -5.74 0.47
C -3.30 -5.21 -0.80
O -4.62 -4.71 -0.57
C -4.72 -3.47 0.13
C -4.28 -2.27 -0.71
O -2.86 -2.20 -0.76
C -2.39 -1.57 -1.95
H -1.36 -5.78 2.81
H -1.82 -4.11 3.21
H -3.09 -5.33 3.01
H -3.33 -6.36 1.02
H -1.75 -6.34 0.19
H -3.42 -6.05 -1.49
H -2.68 -4.47 -1.31
H -4.20 -3.51 1.08
H -5.78 -3.35 0.35
H -4.64 -1.35 -0.24
H -4.70 -2.35 -1.71
H -2.75 -2.11 -2.83
H -1.30 -1.60 -1.94
H -2.72 -0.53 -1.98
C -1.03 0.30 -5.03
O -1.01 -0.75 -5.99
C -1.60 -0.36 -7.22
C -1.00 -1.17 -8.37
O 0.30 -0.72 -8.76
C 1.37 -1.02 -7.86
C 1.75 -2.50 -7.84
O 0.81 -3.24 -7.07
C 0.71 -4.59 -7.49
H -2.06 0.55 -4.76
H -0.50 -0.04 -4.14
H -0.51 1.18 -5.42
H -1.45 0.71 -7.41
H -2.67 -0.57 -7.15
H -1.63 -1.02 -9.25
H -1.00 -2.24 -8.17
H 1.16 -0.64 -6.86
H 2.23 -0.46 -8.24
H 2.73 -2.62 -7.36
H 1.80 -2.88 -8.86
H 0.41 -4.64 -8.54
H -0.06 -5.08 -6.89
H 1.66 -5.11 -7.34
C 3.97 0.97 8.82
O 4.53 0.51 7.60
C 3.55 0.38 6.57
C 4.19 0.55 5.20
O 4.46 1.91 4.86
C 5.55 2.53 5.56
C 6.92 2.02 5.13
O 7.18 0.75 5.71
C 8.06 -0.04 4.92
H 3.28 0.23 9.22
H 4.79 1.12 9.53
H 3.47 1.93 8.68
H 2.75 1.12 6.70
H 3.13 -0.63 6.66
H 3.47 0.21 4.45
H 5.08 -0.07 5.08
H 5.41 2.46 6.64
H 5.49 3.59 5.31
H 7.69 2.71 5.47
H 6.95 1.96 4.03
H 7.63 -0.19 3.92
H 8.17 -1.01 5.40
H 9.04 0.44 4.84
*
```


No. 5
The following is a DFT calculation (ωB97M-V/def2-TZVPD) of the molecule CHBrClNO in a non-equilibrium geometry.

Properties
* orbital gap: 10.1 eV
* SMILES: O=C(Cl)NBr
* ΔE to the lowest compared entry with this formula, charge and spin: 0.0 kcal per mole

Geometry as ORCA input:
```
! wB97M-V def2-TZVPD RIJCOSX def2/J DEFGRID3
* xyz 0 1
C 0.06 -0.66 -0.23
N -0.08 0.59 0.22
O -0.64 -1.60 -0.08
Cl 1.59 -0.74 -1.16
Br -1.54 1.09 1.23
H 0.60 1.31 0.02
*
```


No. 6
The following is a DFT calculation (ωB97M-V/def2-TZVPD) of C7H5FO4S2 as an isolated structure in a non-equilibrium geometry.

Properties
* orbital gap (alpha / beta): 8.1 / 8.1 eV

Geometry as ORCA input:
```
! wB97M-V def2-TZVPD RIJCOSX def2/J DEFGRID3
* xyz 0 1
C 0.02 0.98 -2.49
C 0.16 -0.45 -2.66
C -0.10 1.47 -1.21
C 0.46 -1.32 -1.65
C 0.18 0.59 -0.19
C 0.46 -0.76 -0.35
C -1.08 0.64 2.93
O 0.77 2.19 1.92
O 0.99 -0.24 2.03
O 1.39 -2.68 1.37
O -0.83 -1.84 1.53
F -2.14 1.47 2.84
S 0.03 1.00 1.67
S 0.53 -1.57 1.20
H -0.35 1.63 -3.35
H 0.24 -0.92 -3.77
H -0.09 2.62 -0.88
H 0.66 -2.41 -1.63
H -1.32 -0.38 2.69
*
```